# 1
Entry from OMol25: a structure of composition C16H42GeN4SSeTi in a non-equilibrium geometry (the ωB97M-V functional and the def2-TZVPD basis).

Atoms and positions in Å:
Ti1 0.017 0.739 -1.812
N1 1.398 2.172 -2.715
C1 0.767 3.540 -2.655
C2 0.219 3.733 -1.263
N2 -0.784 2.642 -1.008
H1 2.242 2.191 -2.142
H2 1.747 2.007 -3.657
H3 -0.037 3.565 -3.387
H4 1.479 4.318 -2.919
H5 -0.229 4.717 -1.153
H6 1.010 3.636 -0.524
H7 -1.662 2.929 -1.433
H8 -0.973 2.590 -0.011
C3 -0.277 -2.200 -2.460
Ge1 -0.596 -1.862 -4.390
C4 -0.904 -3.436 -5.447
C5 0.927 -0.726 -4.848
C6 -2.180 -0.663 -4.464
Se1 -2.266 0.705 -3.078
C7 -3.265 -0.249 -1.695
H9 0.610 -2.819 -2.326
H10 -1.113 -2.663 -1.937
H11 -0.049 -1.273 -1.913
H12 -0.021 -4.076 -5.445
H13 -1.124 -3.145 -6.474
H14 -1.750 -3.993 -5.045
H15 1.828 -1.335 -4.949
H16 1.134 -0.021 -4.034
H17 0.787 -0.161 -5.769
H18 -3.126 -1.199 -4.399
H19 -2.179 -0.115 -5.406
H20 -2.930 -1.278 -1.648
H21 -4.314 -0.200 -1.975
H22 -3.122 0.259 -0.747
C8 1.367 2.417 5.874
C9 2.152 1.331 5.138
C10 2.632 1.750 3.746
C11 1.514 2.253 2.838
N3 0.409 1.267 2.743
C12 0.152 0.402 1.783
S1 1.139 0.472 0.322
N4 -0.798 -0.505 1.938
C13 -1.009 -1.725 1.126
C14 -0.021 -2.848 1.434
C15 -0.362 -3.649 2.691
C16 -0.434 -2.826 3.980
H23 1.170 2.120 6.903
H24 0.392 2.631 5.416
H25 1.927 3.355 5.904
H26 1.563 0.408 5.077
H27 3.033 1.063 5.721
H28 3.145 0.918 3.256
H29 3.354 2.564 3.838
H30 1.891 2.449 1.839
H31 1.080 3.171 3.229
H32 -0.062 1.110 3.628
H33 -1.199 -0.557 2.867
H34 -0.973 -1.443 0.078
H35 -2.028 -2.049 1.338
H36 0.984 -2.421 1.524
H37 0.001 -3.522 0.573
H38 0.396 -4.425 2.807
H39 -1.311 -4.170 2.537
H40 0.445 -2.179 4.094
H41 -0.465 -3.478 4.851
H42 -1.344 -2.215 4.035

Results
gap between HOMO and LUMO (alpha / beta): 0.2667 / 0.2860 hartree
spin multiplicity: 2
net charge: +3
strongest force on any atom: 1.2 eV/A

# 2
Entry from OMol25: a cluster of 6 separate species, C16H42N2O17P3 in total in a non-equilibrium geometry (the ωB97M-V functional and the def2-TZVPD basis).

Atoms and positions in Å:
O1 23.290 15.731 16.868
C1 23.377 14.420 17.119
O2 22.458 13.713 17.385
O3 24.457 13.866 16.937
H1 24.221 15.773 16.635
C2 24.056 13.184 21.443
O4 23.586 12.303 20.710
N1 23.809 14.464 21.423
C3 24.794 15.376 21.962
C4 22.713 15.044 20.672
H2 24.853 12.913 22.154
H3 25.039 16.222 21.319
H4 25.554 14.784 22.472
H5 24.277 15.954 22.727
H6 22.941 15.977 20.156
H7 22.342 14.367 19.903
H8 21.932 15.297 21.389
C5 27.604 11.461 16.732
O5 26.594 11.645 17.372
N2 28.119 12.403 15.980
C6 29.288 12.101 15.240
C7 27.403 13.626 15.746
H9 28.122 10.495 16.628
H10 29.845 11.192 15.465
H11 30.100 12.813 15.391
H12 29.068 12.388 14.212
H13 26.810 13.963 16.596
H14 28.158 14.298 15.337
H15 26.767 13.740 14.868
C8 17.645 9.193 19.332
O6 18.777 9.669 18.654
P1 19.693 10.896 19.212
O7 21.137 10.761 18.915
O8 18.908 12.208 18.705
C9 19.251 13.521 19.060
O9 19.314 10.943 20.802
C10 20.003 11.605 21.859
H16 17.996 8.238 19.723
H17 16.742 8.944 18.775
H18 17.349 9.864 20.139
H19 19.060 13.969 20.034
H20 18.784 14.183 18.331
H21 20.338 13.566 18.993
H22 19.408 12.482 22.112
H23 21.013 11.862 21.540
H24 20.066 10.959 22.735
C11 20.576 16.497 15.387
O10 19.631 16.747 14.400
P2 19.812 16.182 12.858
O11 21.174 16.267 12.325
O12 19.014 14.702 12.885
C12 18.735 14.013 11.718
O13 18.731 17.161 12.122
C13 17.387 17.336 12.635
H25 21.623 16.688 15.151
H26 20.443 15.523 15.858
H27 20.473 17.093 16.294
H28 18.493 14.708 10.914
H29 17.842 13.406 11.867
H30 19.468 13.289 11.363
H31 17.230 16.720 13.520
H32 16.667 16.841 11.982
H33 17.087 18.372 12.788
C14 27.359 14.351 19.854
O14 26.578 14.958 18.821
P3 26.833 16.432 18.185
O15 25.985 16.737 16.930
O16 26.618 17.373 19.485
C15 27.561 18.362 19.787
O17 28.440 16.468 17.940
C16 29.089 17.175 16.804
H34 27.841 13.518 19.343
H35 26.832 14.018 20.748
H36 28.089 15.063 20.240
H37 27.764 19.002 18.928
H38 28.569 17.951 19.849
H39 27.263 18.928 20.669
H40 28.830 16.746 15.835
H41 30.122 16.867 16.967
H42 29.069 18.264 16.780

Results
gap between HOMO and LUMO (alpha / beta): 0.0423 / 0.1762 hartree
spin multiplicity: 2
net charge: -2
strongest force on any atom: 7.0 eV/A